No. 1
DFT (wB97M-V/def2-TZVPD) results for the molecule C3H2Cl3N3O in a non-equilibrium geometry.

relative energy (zero: lowest compared OMol25 entry of this formula, charge and spin)	53.7	kcal/mol
HOMO-LUMO gap (alpha / beta)	7.50 / 6.96	eV
E_HOMO (alpha / beta)	-9.25 / -8.88	eV
LUMO level (alpha / beta)	-1.75 / -1.92	eV

Last column: natural (NBO) charge in e.
Element x y z (Å)
C 0.773 1.030 -0.601  0.4639
C 0.796 1.732 0.622  -0.2204
C -0.163 -1.478 0.302  -0.0601
N -0.590 1.072 -1.025  -0.2145
N -1.384 0.157 -0.998  0.0637
N -1.176 -1.037 -0.454  -0.2720
O 1.655 0.457 -1.209  -0.5341
Cl 1.980 1.404 1.778  0.0979
Cl 1.280 -1.992 -0.427  0.1216
Cl -2.781 -1.865 -0.267  0.1128
H -0.059 2.299 0.954  0.2277
H -0.331 -1.778 1.325  0.2136

---

No. 2
DFT (wB97M-V/def2-TZVPD) results for the molecule C4H9Cl2NSi2 in a non-equilibrium geometry.

HOMO-LUMO gap	10.32	eV
E_HOMO	-9.76	eV
SMILES	C=C[Si@H](Cl)N[Si@@H](Cl)C=C
LUMO level	0.56	eV

Last column: natural (NBO) charge in e.
Element x y z (Å)
C 1.433 -2.495 -0.817  -0.3503
C 0.484 2.984 2.218  -0.3127
C 0.242 -2.417 -1.287  -0.6792
C -0.029 1.862 1.771  -0.6841
N -1.420 0.219 -0.737  -1.4394
Si -1.216 -1.532 -0.531  1.4910
Si -0.062 1.473 -0.048  1.4535
Cl -2.803 -2.083 -1.622  -0.3935
Cl -0.113 2.955 -1.381  -0.3620
H 2.071 -3.104 -1.546  0.1833
H 2.026 -2.285 0.074  0.2141
H 0.696 3.200 3.297  0.2073
H 0.839 3.594 1.506  0.1808
H 0.084 -2.934 -2.284  0.2366
H -0.483 1.178 2.530  0.2362
H -1.652 0.470 -1.700  0.4165
H -1.415 -2.050 0.845  -0.1887
H 1.316 0.966 -0.288  -0.2094

---

No. 3
DFT (wB97M-V/def2-TZVPD) results for a structure of composition C26H40BrFeNOP2 in a non-equilibrium geometry.

relative energy (zero: lowest compared OMol25 entry of this formula, charge and spin)	16.4	kcal/mol
HOMO-LUMO gap (alpha / beta)	5.96 / 4.63	eV
E_HOMO (alpha / beta)	-13.29 / -13.69	eV
2S+1	5
LUMO level (alpha / beta)	-7.33 / -9.06	eV
total charge	+2

Last column: Löwdin charge in e.
Element x y z (Å)
N -5.379 3.488 -5.066  0.0801
C -5.326 3.754 -3.760  -0.1060
C -4.527 3.015 -2.879  0.0072
C -3.655 2.007 -3.389  -0.1995
C -3.780 1.723 -4.777  -0.0029
C -4.641 2.503 -5.570  -0.1071
C -2.569 1.454 -2.584  -0.0222
Fe -0.677 0.079 -1.848  0.3361
P 3.511 -0.692 -1.122  1.2151
C -1.238 1.339 -3.166  -0.2373
C -0.239 2.391 -2.798  -0.2393
C 0.916 2.605 -3.591  -0.0278
C 1.953 3.446 -3.164  -0.1044
C 1.857 4.137 -1.910  -0.7086
C 0.589 4.116 -1.291  -0.0827
C -0.423 3.290 -1.739  -0.0290
Br 3.357 4.734 -1.057  0.9049
H -2.723 1.464 -1.488  0.1197
H -1.157 0.895 -4.164  0.1197
H -4.563 3.265 -1.815  0.1182
H -3.209 0.911 -5.211  0.1051
H -5.953 4.583 -3.420  0.1237
H -4.707 2.292 -6.635  0.1183
H 0.956 2.122 -4.580  0.1318
H -1.398 3.274 -1.266  0.1213
H 2.842 3.518 -3.770  0.1117
H 0.419 4.736 -0.403  0.1255
P -1.080 -1.972 -1.781  0.8170
C 3.730 1.120 -1.124  -0.3710
C 5.168 1.487 -1.517  -0.1348
H 3.500 1.471 -0.106  0.0948
H 2.989 1.544 -1.817  0.0566
H 5.332 2.554 -1.343  0.0443
H 5.893 0.921 -0.915  0.0816
H 5.370 1.280 -2.576  0.0830
C 2.772 -1.053 -2.744  -0.3615
C 3.781 -1.806 -3.632  -0.1201
H 2.474 -0.095 -3.203  0.0866
H 1.873 -1.667 -2.571  0.0343
H 3.370 -1.950 -4.639  0.0875
H 4.725 -1.251 -3.729  0.0789
H 4.019 -2.795 -3.217  0.0872
C 2.500 -1.055 0.317  -0.3713
C 3.319 -1.820 1.377  -0.1132
H 1.658 -1.662 -0.035  0.0331
H 2.105 -0.113 0.716  0.0891
H 2.657 -2.419 2.014  0.0888
H 4.047 -2.498 0.909  0.0747
H 3.870 -1.128 2.025  0.0896
C -0.650 -2.712 -0.209  -0.3789
C -1.264 -4.093 -0.064  -0.1094
H -0.918 -2.027 0.607  0.0825
H 0.444 -2.790 -0.199  0.0593
H -2.335 -4.045 0.159  0.0812
H -1.115 -4.703 -0.964  0.0768
H -0.760 -4.593 0.768  0.0904
C -0.263 -2.970 -3.046  -0.3856
C -0.323 -2.447 -4.483  -0.1171
H -0.801 -3.918 -2.937  0.0837
H 0.776 -3.129 -2.723  0.0727
H -1.355 -2.280 -4.812  0.0777
H 0.235 -1.510 -4.615  0.0581
H 0.126 -3.202 -5.140  0.0901
C -2.839 -2.219 -2.074  -0.3562
C -3.785 -1.792 -0.957  -0.1137
H -2.845 -3.301 -2.251  0.0908
H -3.075 -1.698 -3.020  0.0904
H -4.579 -1.166 -1.382  0.0832
H -4.254 -2.677 -0.515  0.0854
H -3.314 -1.217 -0.148  0.0686
O -0.742 0.476 1.042  0.1223
C -0.672 0.472 -0.120  -0.1794

---

No. 4
DFT (wB97M-V/def2-TZVPD) results for a cluster of 2 separate species, C4H11NO in total in a non-equilibrium geometry.

relative energy (zero: lowest compared OMol25 entry of this formula, charge and spin)	11.0	kcal/mol
HOMO-LUMO gap	10.80	eV
E_HOMO	-9.92	eV
SMILES	CC(N)=O.CC
LUMO level	0.88	eV

Last column: natural (NBO) charge in e.
Element x y z (Å)
C -1.049 1.662 -0.784  -0.6020
C -1.887 1.204 0.435  -0.6168
H -1.477 1.155 -1.652  0.2101
H -1.146 2.718 -1.021  0.2141
H -0.026 1.353 -0.637  0.1748
H -1.226 0.847 1.229  0.2040
H -2.599 0.410 0.232  0.2092
H -2.408 2.064 0.860  0.2097
C 0.690 -1.995 -0.467  -0.7221
C 1.603 -1.465 0.653  0.6881
O 2.007 -2.182 1.541  -0.5990
N 1.997 -0.159 0.460  -0.8457
H 1.109 -2.973 -0.640  0.2454
H 0.610 -1.344 -1.328  0.2153
H 2.692 0.170 1.136  0.3917
H 1.446 0.602 0.086  0.3925
H -0.337 -2.068 -0.104  0.2307

---

Computed values of M (unit: g/mol) for the preceding records, in sequence: 202.43 198.20 580.31 89.14.